{
  "formula": "C16H21F13NO6S",
  "method": "ωB97M-V/def2-TZVPD",
  "fmax_ev_per_a": 8.81,
  "e_tot_ev": -76859.8037,
  "total_charge": 1,
  "gap_ev": 8.7,
  "homo_ev": -13.05,
  "lumo_ev": -4.32,
  "elements": ["O", "S", "O", "C", "C", "C", "C", "C", "N", "C", "F", "F", "C", "F", "F", "C", "F", "F", "F", "H", "H", "H", "H", "H", "H", "H", "H", "H", "H", "H", "C", "C", "O", "C", "O", "C", "F", "F", "F", "H", "H", "H", "H", "H", "C", "C", "O", "C", "O", "C", "F", "F", "F", "H", "H", "H", "H", "H"],
  "positions_angstrom": [[2.38949, -0.40629, 0.94293], [1.21683, -1.36608, 0.83113], [0.20468, -0.85651, 1.84025], [1.64573, -3.08611, 1.41455], [0.66789, -4.23359, 0.86376], [1.21260, -5.73635, 1.07897], [2.82558, -5.87620, 0.96589], [3.37073, -4.53692, 0.28450], [3.11955, -3.41384, 1.24879], [0.35547, -1.30751, -0.81832], [-0.87907, -2.01070, -0.75879], [-0.01977, 0.04930, -1.01123], [1.23993, -1.70261, -2.08802], [0.53825, -1.20218, -3.21982], [1.36941, -3.08894, -2.30768], [2.69266, -1.04161, -2.15409], [3.66372, -1.73689, -1.39851], [3.11664, -1.15981, -3.50123], [2.69331, 0.34296, -1.89977], [1.48282, -3.05752, 2.55473], [0.38337, -4.13810, -0.23061], [-0.30454, -4.13136, 1.47150], [0.80738, -6.21722, 2.02644], [0.79262, -6.35623, 0.20452], [3.15982, -6.82671, 0.44164], [3.25939, -5.91369, 2.03347], [2.99597, -4.34793, -0.76978], [4.51385, -4.65457, 0.19391], [3.47040, -3.75047, 2.17164], [3.70052, -2.58933, 1.01154], [0.58676, 2.43779, 2.56546], [0.30820, 2.87942, 1.14325], [-0.23036, 4.20939, 1.12318], [0.66697, 5.21339, 1.19947], [1.85432, 5.05449, 1.28504], [-0.03890, 6.56414, 1.11704], [-1.14374, 6.61578, 1.88773], [-0.43631, 6.84248, -0.14137], [0.74500, 7.58115, 1.50611], [-0.31125, 2.53421, 3.18109], [0.92025, 1.39961, 2.58763], [1.35716, 3.05872, 3.02812], [-0.44660, 2.22712, 0.69801], [1.20256, 2.80995, 0.51759], [-3.86667, 4.45735, -1.12339], [-3.55065, 3.06679, -0.61024], [-4.53930, 2.12517, -1.05496], [-4.37368, 1.64124, -2.30111], [-3.47289, 1.95096, -3.03438], [-5.46070, 0.61941, -2.62351], [-6.68480, 1.03133, -2.24219], [-5.24015, -0.55714, -1.99878], [-5.54176, 0.34754, -3.93575], [-4.88016, 4.74994, -0.83808], [-3.16102, 5.18695, -0.72090], [-3.81929, 4.49486, -2.21390], [-3.58104, 3.06408, 0.48147], [-2.54713, 2.74688, -0.90497]]
}

---

{
  "formula": "C16H21F9N2O8S2",
  "method": "ωB97M-V/def2-TZVPD",
  "fmax_ev_per_a": 0.95,
  "e_tot_ev": -82417.7657,
  "gap_ev": 10.5,
  "homo_ev": -9.99,
  "e_above_lowest_kcal_mol": 0.0,
  "lumo_ev": 0.46,
  "elements": ["C", "O", "C", "C", "C", "C", "N", "C", "O", "S", "O", "O", "C", "S", "O", "O", "C", "F", "F", "C", "F", "F", "C", "F", "F", "C", "F", "F", "F", "C", "N", "C", "C", "O", "C", "C", "O", "H", "H", "H", "H", "H", "H", "H", "H", "H", "H", "H", "H", "H", "H", "H", "H", "H", "H", "H", "H", "H"],
  "positions_angstrom": [[-0.84637, -5.16566, 1.63057], [-0.66499, -3.90734, 1.01471], [-0.41902, -3.95870, -0.38674], [0.90474, -3.26046, -0.71218], [0.75593, -1.73123, -0.86694], [1.68782, -0.91593, 0.04096], [3.11179, -1.20103, -0.21111], [1.40367, -1.31206, 1.51799], [1.60443, -0.22470, 2.44801], [0.31216, 0.67700, 2.81110], [0.82393, 2.02758, 2.87993], [-0.45838, 0.50477, 1.36582], [0.12524, 1.18733, 0.27150], [-1.18242, 1.28951, -1.04231], [-1.31847, 2.68085, -1.35256], [-1.06339, 0.28956, -2.05066], [-2.77449, 0.81043, -0.15478], [-3.65960, 0.79966, -1.15954], [-2.68739, -0.43389, 0.31121], [-3.24455, 1.78790, 0.99529], [-3.60268, 1.05349, 2.06169], [-2.21781, 2.56945, 1.36332], [-4.43916, 2.74013, 0.66405], [-4.40086, 3.74831, 1.54876], [-4.29671, 3.24740, -0.56097], [-5.84889, 2.08234, 0.79295], [-5.86192, 0.85778, 0.25988], [-6.20649, 1.99023, 2.06718], [-6.74036, 2.82759, 0.14704], [1.52260, 0.63215, -0.12137], [1.83236, 1.14101, -1.47741], [3.04814, 0.63005, -2.11773], [4.37246, 1.18132, -1.65132], [2.96147, -0.17195, -2.98705], [1.84163, 2.58332, -1.68747], [2.16445, 3.55679, -0.56942], [1.72670, 2.96543, -2.80783], [-0.85339, -5.00369, 2.71059], [-1.79934, -5.62691, 1.33649], [-0.02790, -5.85731, 1.38098], [-0.40812, -4.99757, -0.74390], [-1.24751, -3.44549, -0.89448], [1.60719, -3.53070, 0.08493], [1.30975, -3.69401, -1.63442], [-0.27693, -1.46037, -0.63351], [0.94291, -1.42915, -1.90280], [3.37330, -2.06607, 0.24910], [3.27202, -1.36056, -1.20260], [0.39872, -1.72614, 1.63325], [2.10699, -2.08740, 1.83488], [0.21577, 2.24137, 0.53680], [2.21330, 1.05615, 0.62175], [4.29353, 1.77391, -0.73976], [5.04387, 0.33790, -1.47457], [4.78685, 1.79488, -2.45956], [3.19905, 3.88262, -0.72261], [2.05976, 3.18568, 0.44803], [1.52462, 4.43444, -0.70321]]
}

---

{
  "formula": "C16H21N2OS3Tl",
  "method": "ωB97M-V/def2-TZVPD",
  "fmax_ev_per_a": 1.44,
  "e_tot_ev": -59160.2128,
  "total_charge": -2,
  "gap_ev": 5.6,
  "homo_ev": -1.25,
  "lumo_ev": 4.40,
  "elements": ["Tl", "C", "C", "C", "C", "C", "C", "C", "C", "C", "C", "H", "H", "H", "H", "H", "H", "H", "H", "H", "H", "H", "H", "H", "H", "H", "S", "C", "S", "C", "C", "N", "C", "N", "C", "S", "C", "O", "H", "H", "H", "H", "H", "H"],
  "positions_angstrom": [[0.39177, -0.03944, -0.20491], [-1.26380, -1.43669, 1.80331], [-1.99481, -1.48400, 0.59175], [-1.32802, -2.37422, -0.28282], [-0.19224, -2.88038, 0.39328], [-0.15956, -2.30621, 1.68082], [0.81695, -2.58431, 2.78827], [0.75303, -3.91149, -0.15590], [-1.83896, -2.78529, -1.63480], [-3.34922, -0.88765, 0.33670], [-1.65635, -0.75921, 3.08487], [0.30792, -3.03460, 3.64833], [1.29414, -1.66471, 3.13396], [1.59971, -3.27358, 2.47043], [0.32709, -4.92011, -0.09065], [1.69181, -3.91653, 0.39642], [0.98711, -3.72015, -1.20454], [-2.57200, -3.60028, -1.56770], [-1.02716, -3.11756, -2.28025], [-2.33143, -1.94818, -2.12808], [-4.12645, -1.66005, 0.39791], [-3.40623, -0.43606, -0.65361], [-3.58287, -0.11446, 1.06779], [-2.09692, -1.48452, 3.78325], [-2.39120, 0.02493, 2.90588], [-0.78933, -0.31154, 3.57594], [0.77385, 0.77437, -3.14934], [0.17630, 2.30453, -2.66374], [-0.91388, 2.46181, -1.33612], [0.58214, 3.46042, -3.36026], [0.32877, 4.75745, -2.92570], [0.22068, 5.86076, -2.58640], [1.31114, 3.40381, -4.54459], [1.87581, 3.43751, -5.55580], [1.17945, 3.52898, 1.08106], [2.67916, 2.51411, 1.31100], [3.13426, 2.45590, -0.46936], [2.23227, 1.15240, 1.67392], [1.45547, 4.44906, 0.57971], [0.73805, 3.73858, 2.05149], [0.46074, 2.98629, 0.45812], [3.52632, 3.42929, -0.74457], [2.27274, 2.21138, -1.08670], [3.90373, 1.69962, -0.58834]]
}

---

{
  "formula": "C16H21N3O2",
  "method": "ωB97M-V/def2-TZVPD",
  "fmax_ev_per_a": 0.86,
  "e_tot_ev": -25498.3900,
  "gap_ev": 8.7,
  "homo_ev": -8.06,
  "e_above_lowest_kcal_mol": 47.2,
  "smiles": "Cc1nc(C)n(C[C@H](O)COc2ccc3c(c2)CCC3)n1",
  "lumo_ev": 0.64,
  "elements": ["C", "C", "N", "N", "C", "N", "C", "H", "H", "H", "C", "H", "H", "C", "O", "H", "C", "O", "C", "C", "C", "C", "C", "C", "H", "H", "C", "H", "H", "C", "H", "H", "C", "H", "H", "H", "H", "H", "H", "H", "H", "H"],
  "positions_angstrom": [[-2.77497, 2.61351, -1.59868], [-1.30147, 2.61583, -1.44647], [-0.62378, 1.61992, -0.91879], [0.66053, 2.02701, -0.96713], [0.70763, 3.25282, -1.53291], [-0.51123, 3.64270, -1.83543], [1.95237, 4.01812, -1.75805], [1.71235, 4.91967, -2.31257], [2.65836, 3.41284, -2.32293], [2.40739, 4.29543, -0.80712], [1.72455, 1.18676, -0.50271], [1.36771, 0.61741, 0.35837], [2.56192, 1.82261, -0.20726], [2.21128, 0.21080, -1.58860], [2.72396, 0.99759, -2.64256], [3.04661, 0.42048, -3.34308], [1.10770, -0.75830, -2.07281], [1.18426, -1.99857, -1.41304], [0.54914, -2.20318, -0.21181], [-0.41163, -1.36532, 0.34879], [-0.96989, -1.72873, 1.55879], [-0.60139, -2.89793, 2.21368], [0.34227, -3.73403, 1.65035], [0.91528, -3.38006, 0.44148], [1.65745, -4.00925, -0.02433], [0.63851, -4.64866, 2.14256], [-1.36795, -3.04896, 3.49517], [-0.74604, -3.39678, 4.32030], [-2.17735, -3.77193, 3.35793], [-1.92886, -1.63751, 3.73552], [-2.89016, -1.65523, 4.24681], [-1.22804, -1.07044, 4.35058], [-2.01845, -0.99525, 2.34189], [-1.85145, 0.08151, 2.36172], [-2.99979, -1.17269, 1.89319], [-0.72967, -0.44874, -0.12384], [0.11925, -0.29892, -1.98951], [1.28725, -0.99098, -3.12908], [3.01611, -0.40212, -1.14911], [-3.20003, 3.46978, -1.07905], [-3.18239, 1.69404, -1.18841], [-3.03733, 2.69476, -2.65182]]
}